(1)
Formula: C13H13Br9N2
Source: the Open Molecules 2025 dataset
Level of theory: wB97M-V/def2-TZVPD

The geometry in XYZ format:
```
37
Properties=species:S:1:pos:R:3:forces:R:3:lowdin_charge:R:1
C -43.237 10.287 -6.670 0.402 0.557 -0.139 -1.643
Br -41.952 10.871 -7.992 0.066 -0.071 0.003 0.560
Br -44.883 9.825 -7.517 -0.203 -0.051 0.088 0.585
Br -43.446 11.645 -5.318 -0.005 -0.046 -0.037 0.609
H -42.798 9.426 -6.197 -0.123 -0.277 0.108 -0.077
C -43.332 5.227 -6.667 -0.216 -0.204 0.049 -1.670
Br -41.962 6.458 -6.184 0.420 0.199 0.104 0.649
Br -44.520 6.034 -7.913 -0.166 0.105 -0.317 0.559
Br -44.255 4.569 -5.131 -0.210 -0.043 0.412 0.586
H -42.893 4.349 -7.113 0.190 0.092 -0.239 -0.098
C -45.112 2.163 -9.459 -0.049 0.248 -0.257 -1.625
Br -43.243 2.488 -9.145 0.124 -0.065 0.087 0.609
Br -45.645 2.949 -11.136 -0.010 -0.073 -0.032 0.575
Br -46.228 2.789 -8.042 -0.068 -0.153 0.191 0.573
H -45.233 1.096 -9.538 -0.044 -0.132 -0.025 -0.030
N -40.751 10.447 -2.191 -0.311 -0.096 0.483 0.070
C -41.175 9.192 -2.289 -0.342 -0.020 0.224 -0.150
C -40.884 8.348 -3.353 0.013 -0.013 0.409 -0.105
C -40.052 8.833 -4.339 0.034 -0.011 -0.390 -0.111
C -39.547 10.110 -4.206 0.147 0.401 -0.479 -0.074
C -39.956 10.894 -3.140 0.770 -0.028 -0.182 -0.163
H -41.813 8.871 -1.469 0.136 -0.095 -0.168 0.088
H -41.264 7.335 -3.372 -0.054 0.016 -0.027 0.075
H -39.804 8.259 -5.226 0.093 -0.149 0.163 0.081
H -38.857 10.505 -4.942 -0.094 0.033 0.027 0.105
H -39.546 11.890 -3.009 -0.164 0.096 -0.084 0.107
N -46.098 9.911 -1.353 -0.103 0.453 -0.156 0.056
C -45.219 9.124 -0.756 0.149 -0.729 0.143 -0.152
C -44.350 8.293 -1.454 0.111 0.098 0.071 -0.083
C -44.336 8.355 -2.839 0.302 -0.300 0.567 -0.092
C -45.200 9.216 -3.467 -0.075 0.224 -0.164 -0.097
C -46.069 9.962 -2.681 0.088 0.300 -0.270 -0.146
H -45.226 9.140 0.330 0.020 -0.066 -0.028 0.104
H -43.642 7.647 -0.947 -0.177 0.059 0.162 0.100
H -43.597 7.775 -3.375 -0.166 -0.058 -0.222 0.078
H -45.130 9.352 -4.536 -0.354 0.001 -0.048 0.041
H -46.715 10.707 -3.137 -0.130 -0.202 -0.026 0.107
```
Forces are in eV/Å.

Summary:
Highest occupied orbital energy: -9.510 eV
Molar mass: 916.40 g mol⁻¹
Frontier orbital gap: 0.341 hartree

---

(2)
Formula: C13H13BrP
Source: the Open Molecules 2025 dataset
Level of theory: wB97M-V/def2-TZVPD

The geometry in XYZ format:
```
28
Properties=species:S:1:pos:R:3:forces:R:3:lowdin_charge:R:1
C 1.243 -3.819 -0.877 0.200 -0.761 -1.139 -0.017
C 0.624 3.896 -0.772 -1.067 -1.562 1.759 -0.013
C 1.098 -2.765 -1.797 1.664 -0.447 -2.710 -0.071
C 0.539 -3.736 0.344 1.351 2.658 -3.365 -0.044
C 1.464 2.755 -0.717 -1.019 -0.766 -0.924 -0.020
C -0.728 3.779 -0.295 0.019 2.242 -0.754 -0.055
C 0.376 -1.622 -1.580 -0.718 1.131 0.658 -0.099
C -0.033 -2.512 0.622 -1.157 -0.134 2.101 -0.077
C 0.812 1.483 -0.537 2.970 0.411 -0.305 -0.089
C -1.301 2.580 -0.044 1.792 -0.851 -0.899 -0.103
C -0.093 -1.416 -0.301 -1.451 -1.851 2.976 -0.382
C -0.532 1.439 -0.281 -0.353 -1.070 1.071 -0.388
C -1.630 -0.060 2.029 0.597 1.081 0.335 -0.200
P -1.179 -0.130 0.272 0.491 0.622 -0.727 1.138
Br -4.684 0.104 -0.901 0.450 -0.025 0.151 0.027
H 1.849 -4.738 -1.258 -1.259 1.724 1.145 0.157
H 0.805 4.930 -0.947 1.345 0.335 -0.445 0.101
H 1.615 -2.807 -2.822 -0.853 -0.351 1.683 0.146
H 0.556 -4.524 0.972 -0.155 -2.275 2.242 0.079
H 2.549 2.651 -0.941 -0.980 0.870 0.191 0.123
H -1.332 4.740 -0.202 0.894 -1.458 -0.088 0.144
H 0.067 -0.816 -2.241 0.820 -0.491 -0.804 0.126
H -0.524 -2.481 1.667 0.815 0.347 -1.886 0.125
H 1.493 0.551 -0.540 -1.407 1.661 -0.067 0.136
H -2.256 2.359 0.268 -2.333 0.474 0.643 0.065
H -0.859 0.303 2.716 0.758 0.206 -0.670 0.078
H -1.745 -1.059 2.405 -1.331 -0.300 0.095 0.030
H -2.391 0.751 2.173 -0.081 -1.421 -0.268 0.081
```
Forces are in eV/Å.

Summary:
Charge: +1
Highest occupied orbital energy (spin up / spin down): -13.235 / -12.465 eV
Molar mass: 280.12 g mol⁻¹
Frontier orbital gap (spin up / spin down): 0.253 / 0.222 hartree